{"formula": "C10H26ClN5O3P2Pt", "method": "ωB97M-V/def2-TZVPD", "gap_ev": [7.1, 7.3], "lumo_ev": [-1.09, -0.95], "elements": ["Pt", "C", "N", "C", "P", "O", "O", "P", "O", "N", "C", "C", "N", "C", "C", "N", "C", "C", "H", "H", "H", "H", "H", "H", "H", "H", "H", "H", "H", "H", "H", "H", "H", "H", "H", "H", "H", "H", "H", "H", "H", "H", "N", "C", "Cl", "C", "H", "H"], "positions_angstrom": [[3.10568, -0.93663, -0.75572], [-1.61521, 1.49882, -2.65257], [-0.22974, 1.45043, -2.24058], [0.67521, 1.00191, -3.28003], [0.19836, 1.30250, -0.64212], [1.62474, 1.08234, -0.41839], [-0.77367, 0.10909, -0.07522], [-0.29562, -1.33472, 0.49091], [0.90850, -1.87668, -0.15582], [-1.60713, -2.30468, 0.25284], [-2.91843, -1.85159, 0.64616], [-1.55457, -3.46476, -0.60235], [-0.31357, -1.09356, 2.14520], [0.08542, -2.28181, 2.87730], [0.16829, 0.14199, 2.73279], [-0.34315, 2.59668, 0.25642], [0.49004, 3.77917, 0.16269], [-1.72478, 2.86873, 0.58062], [-1.73873, 2.26779, -3.42136], [-2.25338, 1.73961, -1.80657], [-1.94341, 0.54393, -3.07969], [0.71511, 1.75383, -4.07167], [0.35302, 0.04979, -3.71433], [1.67076, 0.87492, -2.85856], [-2.80983, -0.99707, 1.31095], [-3.44678, -2.65106, 1.17136], [-3.50927, -1.55411, -0.22630], [-0.51497, -3.64538, -0.86816], [-2.13842, -3.31621, -1.51487], [-1.95298, -4.33407, -0.06956], [-0.25648, -3.15877, 2.32871], [-0.38134, -2.26858, 3.86437], [1.17011, -2.34284, 2.99699], [-0.14280, 0.98524, 2.11789], [1.25902, 0.16312, 2.82557], [-0.27855, 0.23760, 3.72560], [1.49996, 3.47261, -0.10207], [0.51557, 4.28192, 1.13171], [0.11494, 4.48055, -0.58967], [-2.27416, 1.93162, 0.63865], [-2.19602, 3.53184, -0.15349], [-1.76788, 3.36046, 1.55719], [4.19146, -0.09811, -3.57407], [3.72725, -0.42265, -2.56967], [3.73629, -0.05781, 2.00242], [4.03610, -1.52137, 1.05191], [3.61186, -2.36747, 1.59464], [5.12319, -1.62654, 0.97997]], "nbo_charge": [0.7595, -0.3987, -0.8111, -0.4121, 2.5068, -1.1258, -1.1095, 2.5038, -1.1298, -0.8089, -0.4007, -0.4027, -0.7936, -0.4114, -0.4219, -0.8054, -0.4136, -0.4083, 0.2008, 0.2013, 0.1891, 0.1962, 0.1843, 0.2506, 0.2193, 0.1961, 0.1868, 0.2400, 0.1842, 0.1884, 0.2140, 0.2012, 0.1910, 0.2197, 0.2062, 0.1943, 0.2410, 0.1989, 0.1819, 0.2151, 0.1835, 0.2015, -0.4441, -0.1896, -0.0521, -0.5237, 0.1987, 0.2089]}